# 1
{"formula": "CH11N2O3", "method": "the ωB97M-V functional and the def2-TZVPD basis", "symbols": ["N", "C", "N", "H", "H", "H", "H", "H", "H", "H", "O", "H", "H", "O", "H", "H", "O"], "positions_angstrom": [[-0.9464, 0.7668, -0.8414], [-1.4872, -0.1911, -1.5887], [-1.0264, -1.4137, -1.7748], [0.0530, 0.5537, -0.6797], [-1.3549, 0.8226, 0.1082], [-2.4722, 0.0032, -1.9994], [-1.6999, -2.1332, -1.9832], [-0.0578, -1.5927, -2.0042], [-2.8924, 1.4384, 2.2114], [-2.4529, 2.3344, 1.1251], [-2.1288, 1.5764, 1.6337], [2.5001, 0.7508, -0.9875], [2.3028, -0.1181, 0.2337], [1.8284, 0.2217, -0.5413], [2.7156, -0.8664, 2.8878], [4.0016, -1.2473, 2.1881], [3.1174, -0.9057, 2.0123]], "atomic_forces_ev_per_a": [[1.74, -0.94, -0.62], [-1.14, -0.24, 1.26], [0.37, 0.62, -1.00], [0.08, 0.22, 0.15], [-0.87, 0.85, -0.27], [-0.50, -0.28, 0.62], [0.02, 0.04, -0.85], [0.30, -0.22, 0.89], [0.29, -0.42, 0.21], [0.39, 0.12, -0.02], [-0.66, 0.35, -0.29], [-0.16, 0.07, -0.12], [-0.12, -0.20, 0.30], [0.34, -0.05, -0.05], [-0.09, 0.07, -0.10], [0.01, 0.02, -0.18], [0.00, -0.01, 0.08]], "total_energy_ha": -379.682825, "e_homo_ev": -14.86, "total_charge": 1, "e_above_lowest_kj_mol": 158.78}



# 2
{"formula": "CH11N2O3", "method": "the ωB97M-V functional and the def2-TZVPD basis", "symbols": ["N", "C", "N", "H", "H", "H", "H", "H", "H", "H", "O", "H", "H", "O", "H", "H", "O"], "positions_angstrom": [[0.7224, -0.3333, 1.0933], [0.0862, -1.2458, 0.3462], [-0.2728, -2.4330, 0.6902], [1.7219, -0.3054, 1.2255], [0.2246, 0.5507, 1.1461], [0.0320, -0.9023, -0.6984], [-0.9272, -3.0179, 0.1901], [0.0805, -2.7497, 1.6015], [2.0836, -2.6871, 3.8590], [1.5253, -1.3313, 3.3619], [1.3170, -2.2635, 3.4666], [-2.4237, 2.6181, -4.6749], [-3.6800, 2.9441, -5.5614], [-2.8791, 3.2904, -5.1723], [0.5511, 2.3373, -0.9147], [1.1966, 3.1623, 0.2178], [1.0520, 2.2744, -0.0996]], "atomic_forces_ev_per_a": [[-0.06, -0.14, 1.92], [0.36, 0.02, -2.08], [0.85, 0.52, 1.12], [-0.07, -0.13, 0.11], [0.75, 0.32, -0.69], [-1.59, -0.53, 0.12], [0.38, -0.06, -0.55], [-0.38, 0.01, 0.23], [0.13, 0.00, 0.13], [0.08, 0.01, 0.24], [-0.37, -0.13, -0.55], [-0.17, -0.51, 0.01], [-0.09, -0.42, 0.06], [0.26, 0.93, -0.08], [0.01, 0.35, -0.15], [0.01, 0.50, -0.04], [-0.09, -0.74, 0.19]], "total_energy_ha": -379.651022, "e_homo_ev": -13.49, "total_charge": 1, "e_above_lowest_kj_mol": 242.28}



# 3
{"formula": "CH11N3O3", "method": "the ωB97M-V functional and the def2-TZVPD basis", "symbols": ["N", "C", "N", "N", "H", "H", "H", "H", "H", "O", "H", "H", "O", "H", "H", "O", "H", "H"], "positions_angstrom": [[-0.9243, -0.1743, -0.6083], [-0.0639, -0.5361, 0.2251], [0.0631, -0.0153, 1.4919], [0.5050, -1.8369, 0.2411], [-1.3935, 0.7384, -0.4097], [-0.1426, 1.0366, 1.3875], [0.9590, -0.1265, 2.0003], [0.4173, -2.3341, -0.6523], [0.7885, -2.1266, 1.1676], [2.6907, 0.9456, 1.0662], [2.1226, 0.9061, 0.2918], [3.4453, 1.6568, 0.9465], [-4.5513, -0.7956, -0.1649], [-4.2990, -1.6630, -0.4347], [-3.8136, -0.4573, 0.4124], [1.5386, 1.3519, -2.0641], [0.7136, 1.2577, -2.5571], [1.9444, 2.1726, -2.3393]], "atomic_forces_ev_per_a": [[-1.01, 1.41, -2.02], [-0.29, -3.59, 2.43], [0.34, 3.94, 0.82], [-0.40, 2.10, -1.65], [0.89, -1.00, -0.08], [0.46, -2.16, 0.86], [-0.71, 0.11, -0.84], [0.29, -0.19, 1.35], [0.09, -0.69, -0.91], [2.51, 1.96, 0.46], [0.35, 0.42, -0.55], [-2.63, -2.28, -0.08], [0.63, 1.63, 1.25], [0.48, -0.89, -0.24], [-1.06, -0.74, -1.03], [-0.04, -0.27, 0.26], [0.11, 0.01, 0.18], [-0.01, 0.23, -0.24]], "total_energy_ha": -434.663222, "smiles": "N=C(N)N.O.O.O", "e_homo_ev": -9.10, "e_above_lowest_kj_mol": 151.04}